DFT (wB97M-V/def2-TZVPD) results for a single C2H4NO2P molecule.

Calculated values
**ΔE to the lowest compared entry with this formula, charge and spin**: 3.3640 eV
**Net charge**: 0
**Lowest unoccupied orbital energy**: 0.00 eV
**SMILES**: O=[P@@]1([O-])[C@@H]2[NH2+][C@@H]21
**Kohn-Sham gap**: 0.34516 Eh
**E**: -17010.0453 eV
**Spin multiplicity**: 1
**E_HOMO**: -9.39 eV

Structure (XYZ):
```
10
Properties=species:S:1:pos:R:3:forces:R:3
C 0.193 -0.369 -0.626 -3.1 -1.7 -1.0
C 0.387 -0.415 0.875 -1.5 0.6 0.4
N 1.020 0.615 -0.072 2.9 0.8 0.8
O -2.528 -0.940 -0.070 -0.1 -1.2 -0.1
O -1.701 1.501 0.161 0.8 0.2 -0.3
P -1.483 0.059 -0.041 1.8 0.6 0.6
H 0.532 -1.292 -1.047 0.4 0.3 -1.2
H 0.974 -1.298 1.129 0.5 0.7 0.2
H 2.075 0.610 -0.272 -2.3 0.0 0.4
H 0.531 1.528 -0.038 0.6 -0.3 0.2
```
Positions in Å, forces in eV/Å.

***

DFT (wB97M-V/def2-TZVPD) results for a molecular structure, C2H4NO2P.

Calculated values
**ΔE to the lowest compared entry with this formula, charge and spin**: 5.7296 eV
**Net charge**: 0
**Lowest unoccupied orbital energy (alpha / beta)**: -1.26 / -1.25 eV
**Kohn-Sham gap (alpha / beta)**: 0.29169 / 0.29181 Eh
**E**: -17007.6797 eV
**Spin multiplicity**: 1
**E_HOMO (alpha / beta)**: -9.19 / -9.19 eV

Structure (XYZ):
```
10
Properties=species:S:1:pos:R:3:forces:R:3
C -0.408 -0.452 -0.014 1.0 0.3 0.5
C 0.664 0.397 0.713 1.0 0.1 2.0
N 3.344 -0.056 0.352 -0.1 1.0 0.9
O 4.476 0.066 0.349 4.2 0.3 0.6
O 0.254 -0.637 -1.208 1.9 -0.6 -0.9
P 2.037 -0.393 -0.325 -7.1 -0.8 -2.0
H -0.555 -1.390 0.529 -0.3 -0.1 0.1
H -1.355 0.051 -0.215 0.0 0.2 0.4
H 0.586 1.454 0.470 0.1 0.0 -0.4
H 0.864 0.395 1.832 -0.6 -0.4 -1.2
```
Positions in Å, forces in eV/Å.